[1]
A cluster of 6 separate species, H12O6 in total. Source: OMol25; level of theory: the ωB97M-V functional and the def2-TZVPD basis.

- E (eV) = -12479.4607
- LUMO (eV) = 0.3
- ΔE to the lowest compared entry with this formula, charge and spin (kcal/mol) = 38.12

CARTESIAN COORDINATES (ANGSTROEM)
O: 2.61652 -0.68239 -2.96676
H: 2.62277 -1.47143 -2.42491
H: 3.43589 -0.72340 -3.45988
O: -2.40339 -1.71539 -1.87973
H: -3.15855 -2.27095 -1.68655
H: -2.10507 -2.00699 -2.74125
O: -2.81066 1.99227 -2.19976
H: -2.94159 1.09626 -1.88952
H: -2.94188 2.53662 -1.42343
O: 4.12269 -0.44931 2.82810
H: 4.27242 -0.58674 3.76348
H: 3.21228 -0.15931 2.77087
O: -1.19440 2.19980 3.43989
H: -2.11502 2.24974 3.69716
H: -1.20657 1.76313 2.58819
O: 0.22036 -0.47575 0.90067
H: -0.01397 -1.34199 0.56757
H: 0.38811 0.04586 0.11581

***

[2]
An isolated molecule of C4H6O2. Source: OMol25; level of theory: the ωB97M-V functional and the def2-TZVPD basis.

- E (eV) = -8336.3064
- LUMO (eV) = 0.8
- ΔE to the lowest compared entry with this formula, charge and spin (kcal/mol) = 95.81

CARTESIAN COORDINATES (ANGSTROEM)
O: -1.19854 -0.54565 -1.33183
C: -0.19003 -0.89274 -0.43532
C: 1.02223 0.06078 -0.27872
C: 0.15371 1.17390 0.25005
C: -0.21098 -0.19843 0.94418
O: 1.20248 -0.50326 1.08440
H: -2.00340 -1.00249 -1.05342
H: 0.12149 -1.94755 -0.50739
H: 1.90922 0.14795 -0.88596
H: 0.62977 1.89531 0.93143
H: -0.56493 1.66917 -0.41562
H: -0.87102 0.14302 1.69820

***

[3]
A cluster of 3 separate species, C8H10BrNO2 in total. Source: OMol25; level of theory: the ωB97M-V functional and the def2-TZVPD basis.

- E (eV) = -84081.5440
- LUMO (spin up / spin down) (eV) = 0.4 / -2.6
- 2S+1 = 3

CARTESIAN COORDINATES (ANGSTROEM)
C: 3.19519 0.20762 -0.06303
C: 2.60411 -0.49404 1.00716
C: 2.33659 0.49714 -1.13277
C: 1.27941 -0.87111 1.05156
C: -0.13764 3.88732 0.32319
C: 0.98448 0.20975 -1.15859
C: 0.45867 -0.66365 -0.07579
C: -1.04765 -0.88948 -0.10688
N: -1.99670 0.17278 0.13674
O: 0.27384 4.84622 -0.16846
O: -0.59980 2.88418 0.67368
Br: -5.36514 0.20984 -0.10365
H: 4.26373 0.60660 0.05437
H: 3.22284 -0.66383 1.78089
H: 2.63472 1.12692 -1.92150
H: 0.92283 -1.42451 1.88088
H: 0.43798 0.55570 -1.94027
H: -1.27710 -1.73272 0.66703
H: -1.31138 -1.20015 -1.14233
H: -2.23665 0.27402 1.07067
H: -4.31369 -0.46968 -0.87567
H: -1.61961 1.10706 -0.17303

***

[4]
A structure of composition C6H18Cl2O6V. Source: OMol25; level of theory: the ωB97M-V functional and the def2-TZVPD basis.

- E (eV) = -69532.1520
- LUMO (spin up / spin down) (eV) = 0.0 / 0.0
- 2S+1 = 4

CARTESIAN COORDINATES (ANGSTROEM)
V: -17.40084 -0.15120 23.86348
Cl: -19.92534 -0.53807 23.83071
Cl: -16.62478 -2.22530 22.44592
C: -16.72219 2.81496 25.61707
O: -17.41182 1.57751 25.45109
H: -15.76285 2.70137 26.12189
H: -16.61189 3.26262 24.62937
H: -17.35300 3.56513 26.09398
H: -17.67881 1.29992 26.33045
C: -15.73294 -1.01825 26.37977
O: -16.96478 -1.31041 25.71810
H: -15.00684 -1.82711 26.29840
H: -15.11363 -0.25072 25.91560
H: -15.92692 -0.65645 27.38951
H: -17.31952 -2.04569 26.22321
C: -17.14922 2.44654 21.34937
O: -17.73053 1.78270 22.45338
H: -16.55095 1.84970 20.66092
H: -17.92051 2.94366 20.76107
H: -16.54454 3.22383 21.81657
H: -18.62979 2.08239 22.60544
C: -13.56791 0.41354 21.34774
O: -13.39734 1.11373 22.54227
C: -14.30562 0.95764 23.58868
O: -15.45896 0.51568 23.51495
O: -13.76585 1.29329 24.81403
C: -12.56052 2.06986 24.84487
H: -13.56575 -0.65455 21.56520
H: -12.80312 0.58723 20.59075
H: -14.51008 0.69798 20.87923
H: -12.83933 2.98653 24.32517
H: -11.69446 1.61498 24.36412
H: -12.41247 2.36618 25.88332

***

[5]
An isolated molecule of C3H4N2S. Source: OMol25; level of theory: the ωB97M-V functional and the def2-TZVPD basis.

- E (eV) = -16990.1359
- LUMO (eV) = 0.8
- ΔE to the lowest compared entry with this formula, charge and spin (kcal/mol) = 31.25

CARTESIAN COORDINATES (ANGSTROEM)
S: -2.59454 0.28415 -0.35151
C: -0.88434 -0.11638 -0.15686
N: -0.19411 -1.22879 -0.18226
C: 1.10611 -0.91661 -0.04645
C: 1.28696 0.41303 0.12891
N: 0.00075 1.02985 0.02512
H: -3.05991 -0.88504 0.11337
H: 1.94158 -1.56719 0.01244
H: 2.25209 0.86372 0.29053
H: 0.14542 2.12328 0.16670